No. 1
{
  "formula": "C39H71N9O7",
  "method": "ωB97M-V/def2-TZVPD",
  "species": ["N", "C", "C", "C", "C", "H", "H", "H", "H", "H", "N", "C", "C", "C", "C", "H", "H", "H", "H", "H", "N", "C", "C", "C", "C", "H", "H", "H", "H", "H", "N", "C", "C", "C", "C", "H", "H", "H", "H", "H", "C", "C", "C", "O", "C", "H", "H", "H", "H", "H", "H", "H", "H", "C", "C", "C", "O", "C", "H", "H", "H", "H", "H", "H", "H", "H", "C", "O", "N", "C", "C", "H", "H", "H", "H", "H", "H", "H", "C", "O", "N", "C", "C", "H", "H", "H", "H", "H", "H", "H", "C", "O", "N", "C", "C", "H", "H", "H", "H", "H", "H", "H", "C", "O", "N", "C", "C", "H", "H", "H", "H", "H", "H", "H", "C", "O", "N", "C", "C", "H", "H", "H", "H", "H", "H", "H"],
  "xyz": [[-13.16836, -6.15485, -11.45856], [-12.96115, -7.11496, -10.45862], [-14.16716, -7.76962, -10.34975], [-15.08809, -7.30775, -11.33409], [-14.45861, -6.26224, -11.95426], [-12.58295, -5.44922, -11.87915], [-12.01516, -7.15240, -9.85556], [-14.39825, -8.51181, -9.60194], [-16.16765, -7.64353, -11.53683], [-14.89314, -5.66714, -12.77035], [-22.14068, -12.20623, -8.08734], [-21.28089, -13.03349, -8.81232], [-21.77599, -14.29105, -8.73078], [-23.01517, -14.23821, -8.04153], [-23.28887, -12.91323, -7.76422], [-22.09725, -11.17686, -8.05961], [-20.32839, -12.65307, -9.13419], [-21.18597, -15.18145, -8.91661], [-23.61750, -15.08409, -7.78978], [-24.14389, -12.44125, -7.31677], [-16.02412, -13.23987, -5.33473], [-15.34085, -14.33638, -4.96560], [-14.03221, -13.92264, -4.77906], [-13.91416, -12.60789, -5.27681], [-15.19710, -12.17385, -5.55060], [-17.04771, -13.17172, -5.50522], [-15.90356, -15.20122, -4.72005], [-13.20218, -14.45894, -4.43968], [-12.97756, -12.07195, -5.27864], [-15.63102, -11.26759, -5.98833], [-21.93249, -9.46763, -10.66155], [-23.13592, -10.09866, -10.73443], [-23.86671, -9.76516, -9.63637], [-23.07507, -8.82452, -8.86162], [-21.89580, -8.67487, -9.53672], [-21.18086, -9.59860, -11.29356], [-23.37559, -10.82304, -11.52641], [-24.89859, -10.22269, -9.47710], [-23.39670, -8.36984, -7.94844], [-21.01011, -8.10221, -9.40403], [-20.13850, -13.92704, -12.30272], [-19.20454, -13.09271, -13.25826], [-17.83076, -13.67776, -12.94526], [-17.84284, -14.03854, -11.57415], [-19.08107, -14.77181, -11.55792], [-20.85199, -14.56176, -12.87591], [-20.66989, -13.23821, -11.58618], [-19.18179, -12.03112, -12.84409], [-19.43197, -13.24801, -14.29380], [-16.95236, -13.02794, -13.14792], [-17.81001, -14.59825, -13.60023], [-19.31303, -14.98822, -10.50991], [-18.83564, -15.66946, -12.07495], [-17.75923, -5.10104, -8.02368], [-19.16537, -4.65442, -7.58921], [-19.99357, -4.94391, -8.83029], [-19.37779, -6.15676, -9.41122], [-17.96590, -5.98246, -9.29357], [-17.10418, -5.72333, -7.32203], [-17.29601, -4.19370, -8.40999], [-19.16364, -3.68463, -7.22511], [-19.48024, -5.28061, -6.70965], [-19.86631, -4.17206, -9.59680], [-21.09587, -5.19420, -8.56631], [-17.60076, -5.40052, -10.18207], [-17.49227, -6.98754, -9.15738], [-18.19287, -9.87879, -9.72305], [-17.97571, -10.21156, -10.87804], [-18.17579, -10.68763, -8.63945], [-18.71711, -10.27972, -7.32252], [-17.75021, -12.02788, -8.84922], [-18.42303, -8.80617, -9.40153], [-18.75205, -9.21895, -7.18611], [-18.11348, -10.75087, -6.52939], [-19.67696, -10.75407, -7.30302], [-18.56928, -12.72432, -8.76742], [-17.46338, -12.09575, -9.94754], [-16.91407, -12.25000, -8.19551], [-12.84240, -11.99306, -10.19739], [-11.76568, -11.43199, -10.30921], [-13.08516, -13.05707, -9.36233], [-14.34771, -13.89708, -9.35280], [-11.98554, -13.49269, -8.55616], [-13.69076, -11.67722, -10.77677], [-14.91449, -13.89911, -10.29536], [-14.98476, -13.67232, -8.48185], [-14.06131, -14.93677, -9.10554], [-11.19262, -12.76994, -8.68384], [-12.18973, -13.53184, -7.50946], [-11.64954, -14.53750, -8.81471], [-13.21363, -9.43067, -6.45141], [-14.38015, -9.32280, -6.13092], [-12.33757, -8.39717, -6.64814], [-10.93030, -8.57515, -6.93820], [-12.78715, -7.05024, -6.49208], [-12.73525, -10.44313, -6.57738], [-10.26234, -8.13242, -6.15293], [-10.74612, -8.08826, -7.87929], [-10.70155, -9.63133, -6.98139], [-13.73836, -7.21783, -5.92303], [-12.06755, -6.46913, -5.90402], [-12.90084, -6.58644, -7.51483], [-19.55723, -9.48887, -13.97982], [-20.68727, -9.50381, -13.49988], [-18.63062, -8.54608, -13.78760], [-17.18991, -8.75776, -14.13996], [-18.81744, -7.36416, -13.05150], [-19.15918, -10.26961, -14.63177], [-17.15290, -9.69053, -14.66759], [-16.64503, -8.77601, -13.23886], [-16.79626, -7.90533, -14.76834], [-19.76203, -7.31591, -12.45108], [-17.99253, -7.23196, -12.34341], [-18.95805, -6.59152, -13.79815], [-19.95328, -13.81882, -5.20188], [-18.77097, -13.92758, -5.49110], [-20.39567, -12.86951, -4.32314], [-21.85084, -12.66235, -4.13387], [-19.46719, -11.88872, -3.83844], [-20.66763, -14.52597, -5.54518], [-22.48841, -13.45268, -4.60290], [-22.10173, -11.70692, -4.47769], [-22.13084, -12.71887, -3.10211], [-18.53355, -11.98256, -4.37254], [-19.87874, -10.86065, -3.89379], [-19.18170, -12.15938, -2.80376]],
  "forces_ev_per_angstrom": [[-1.0, 0.1, -0.5], [-0.1, 1.1, -0.2], [0.1, -0.8, 0.5], [-1.2, 0.1, 0.2], [-0.1, -0.4, -0.5], [0.5, -0.4, 0.6], [-1.3, 0.0, -0.9], [0.2, -0.2, 0.0], [2.1, 0.5, 0.6], [0.8, -0.1, 0.5], [-0.6, 0.6, -1.1], [-0.2, 1.3, 1.5], [0.4, -0.9, 0.4], [-0.3, 0.5, -0.2], [1.5, -0.5, 0.3], [-0.1, -0.8, -0.4], [-0.1, 0.0, -0.2], [-0.4, 0.1, -0.4], [-0.4, -0.2, 0.0], [0.0, 0.1, 0.1], [-1.6, 1.3, -1.2], [0.6, 0.6, 1.1], [-0.6, -0.1, -1.2], [-0.3, 0.4, 0.7], [-0.3, 0.0, -0.7], [1.1, -0.6, 0.2], [0.0, -0.7, 0.2], [0.8, -1.0, 0.4], [-0.2, 0.2, -0.1], [0.6, -0.4, 0.5], [-0.8, 0.2, 0.8], [0.1, -0.9, -0.5], [-1.4, -0.2, 0.4], [-0.9, -1.0, -0.5], [0.2, -0.7, -0.7], [0.6, 0.1, -0.8], [0.3, 0.6, 0.5], [1.6, 1.1, 0.1], [0.1, 0.3, 0.2], [0.3, 0.6, 0.5], [0.4, 0.4, 0.0], [0.2, 1.2, 2.3], [0.6, -0.3, -1.0], [-0.7, 0.0, -0.7], [0.0, 0.7, 1.4], [0.4, 0.5, 0.6], [0.3, -0.9, -0.9], [-0.4, -1.1, -1.2], [-0.3, 0.6, -0.5], [-0.6, -0.4, 0.1], [0.7, 0.5, 0.7], [-0.1, 0.0, -0.2], [-0.3, -1.1, -0.4], [0.9, -0.7, -0.5], [0.3, -3.3, 0.8], [-0.8, -1.6, 0.1], [-0.7, 0.6, 0.7], [-0.3, 0.4, 0.3], [-1.0, 1.5, -0.5], [0.8, -0.1, 0.6], [-0.1, 2.1, 0.3], [-0.1, 0.4, -0.9], [-0.5, 0.2, 0.2], [1.9, 0.5, -0.9], [0.0, -0.9, 0.5], [-0.3, 1.0, -0.6], [-0.4, 1.3, 0.9], [0.0, 0.3, 0.2], [0.0, 1.3, -0.1], [1.0, -1.7, -0.9], [0.5, -0.5, -1.8], [0.0, -1.0, -0.6], [-0.1, 0.6, -0.1], [0.0, 0.3, -0.3], [-0.9, 0.1, 0.6], [0.0, -0.5, 0.6], [0.0, 0.0, 1.5], [0.1, -0.4, 0.1], [0.3, -0.9, 0.6], [-0.2, 0.1, 0.2], [-1.3, -0.2, -0.6], [1.0, 0.1, 0.8], [0.8, -1.3, -0.2], [-0.8, 0.1, -0.4], [0.3, 0.3, 0.3], [0.1, 0.5, -0.5], [0.2, 0.4, -0.6], [0.4, -0.1, -0.2], [-0.7, 0.1, 0.9], [-0.2, 1.0, -0.1], [1.1, -0.4, 0.0], [0.0, 0.4, -0.2], [0.3, -1.0, 0.4], [-0.1, 0.0, 0.8], [-1.1, 0.1, -0.2], [-0.2, 0.8, -0.1], [-0.7, -0.2, -0.5], [0.5, 0.1, -0.5], [0.1, -0.2, -0.3], [0.5, 1.1, -0.7], [-0.2, -0.1, -0.1], [-0.3, -0.2, 1.1], [-0.3, 0.0, 0.5], [0.5, 0.1, -0.3], [1.8, -1.0, -0.5], [-2.0, 1.1, -1.3], [-1.8, 1.0, 1.3], [-0.2, -0.4, -0.1], [0.5, -0.4, -0.3], [0.8, -0.3, 1.0], [-0.5, -0.9, 0.5], [0.7, -0.6, -0.5], [-0.1, 0.4, -0.4], [0.6, 0.9, 0.2], [1.2, 1.2, 1.4], [0.0, -0.2, -0.4], [-1.5, -1.0, -1.3], [0.7, -1.9, 0.1], [0.2, 0.1, 1.1], [-1.1, -0.5, -0.4], [0.9, 0.7, -0.1], [-0.6, 1.4, -0.8], [0.2, 0.1, 0.9], [0.0, 0.2, -0.4], [0.2, -0.6, 0.1], [-0.3, 0.5, -0.2]],
  "smiles": "c1cc[nH]c1.c1cc[nH]c1.c1cc[nH]c1.c1cc[nH]c1.CN(C)C=O.CN(C)C=O.CN(C)C=O.CN(C)C=O.CN(C)C=O.C1CCOC1.C1CCOC1",
  "total_energy_ha": -2547.98637,
  "multiplicity": 1,
  "mol_weight_g_mol": 778.05,
  "total_charge": 0
}



No. 2
{
  "formula": "C39H72NO9",
  "method": "ωB97M-V/def2-TZVPD",
  "species": ["C", "C", "C", "C", "C", "C", "C", "N", "C", "C", "C", "C", "O", "O", "H", "H", "H", "H", "H", "H", "H", "H", "H", "H", "H", "H", "H", "H", "H", "H", "C", "C", "C", "O", "C", "H", "H", "H", "H", "H", "H", "H", "H", "C", "C", "C", "O", "C", "H", "H", "H", "H", "H", "H", "H", "H", "C", "C", "C", "O", "C", "H", "H", "H", "H", "H", "H", "H", "H", "C", "C", "C", "O", "C", "H", "H", "H", "H", "H", "H", "H", "H", "C", "C", "C", "O", "C", "H", "H", "H", "H", "H", "H", "H", "H", "C", "C", "C", "O", "C", "H", "H", "H", "H", "H", "H", "H", "H", "C", "C", "C", "O", "C", "H", "H", "H", "H", "H", "H", "H", "H"],
  "xyz": [[3.84816, -0.59891, 0.51668], [2.59700, -0.13072, -0.48974], [1.80929, 1.06966, 0.34239], [1.68472, -1.48750, -0.70913], [0.34025, -1.26536, -1.62108], [-0.92345, -0.57083, -0.84043], [-1.21632, 1.03241, -1.21131], [-2.35907, 1.71616, -0.48530], [-3.26035, 1.05439, 0.55853], [-3.05077, -0.54025, 0.98771], [-1.83368, -1.38166, 0.25923], [-1.62607, -2.95257, 0.67979], [-0.46422, -3.58073, 0.87644], [-2.86231, -3.77558, 0.87285], [4.48625, -1.46695, 0.02267], [4.48932, 0.30389, 0.89752], [3.30405, -1.11090, 1.44728], [2.99996, 0.31675, -1.51771], [1.01096, 0.54300, 1.04104], [1.32022, 1.88171, -0.36182], [2.62604, 1.54925, 1.05538], [1.49836, -1.94165, 0.35311], [2.37817, -2.24186, -1.32183], [-0.03541, -2.27921, -2.10575], [0.65128, -0.55875, -2.51971], [-0.55559, 1.62130, -2.01244], [-2.53738, 2.72851, -0.69607], [-4.13493, 1.61539, 1.13172], [-3.69008, -1.10537, 1.78845], [-3.26856, -3.98105, -0.03572], [8.30459, -1.15444, -2.44990], [7.61552, -0.90348, -3.76631], [6.16860, -0.76607, -3.34540], [6.17117, -0.22378, -2.01760], [7.50941, -0.28066, -1.50466], [9.37048, -0.91302, -2.45868], [8.19338, -2.20816, -2.16771], [7.97065, 0.04030, -4.19670], [7.77222, -1.69560, -4.50287], [5.67142, -1.74111, -3.30718], [5.59921, -0.10986, -4.00997], [7.90278, 0.74152, -1.48395], [7.49655, -0.67041, -0.48308], [-4.02118, 6.36682, 1.59059], [-2.54694, 6.48624, 1.87884], [-1.98188, 5.29304, 1.13950], [-2.83702, 5.05893, 0.01209], [-4.02487, 5.84724, 0.16957], [-4.56839, 7.30626, 1.70236], [-4.47154, 5.62512, 2.26095], [-2.15795, 7.41414, 1.44323], [-2.30531, 6.48127, 2.94472], [-1.99892, 4.39375, 1.76428], [-0.95692, 5.45978, 0.79581], [-3.97847, 6.66908, -0.55324], [-4.90464, 5.23684, -0.05204], [5.97393, -5.09227, 1.79922], [4.85192, -5.94363, 1.26349], [3.78185, -4.91317, 0.97587], [4.45802, -3.69490, 0.63568], [5.84729, -3.83824, 0.96217], [6.95807, -5.56077, 1.71891], [5.79037, -4.85745, 2.85444], [5.16587, -6.42660, 0.33061], [4.52029, -6.72114, 1.95632], [3.16872, -4.71877, 1.86223], [3.12348, -5.21054, 0.15453], [6.40323, -3.93070, 0.02280], [6.19659, -2.94538, 1.48798], [-6.02607, -4.25749, 2.24704], [-7.14808, -5.10885, 1.71131], [-8.21815, -4.07839, 1.42369], [-7.54198, -2.86011, 1.08351], [-6.15271, -3.00346, 1.41000], [-5.04193, -4.72599, 2.16674], [-6.20963, -4.02267, 3.30227], [-6.83413, -5.59182, 0.77844], [-7.47971, -5.88636, 2.40415], [-8.83128, -3.88399, 2.31006], [-8.87652, -4.37575, 0.60236], [-5.59677, -3.09592, 0.47063], [-5.80341, -2.11060, 1.93581], [-10.56277, -4.49330, 6.40252], [-9.08853, -4.37389, 6.69078], [-8.52348, -5.56709, 5.95143], [-9.37861, -5.80120, 4.82402], [-10.56647, -5.01289, 4.98151], [-11.10999, -3.55387, 6.51430], [-11.01314, -5.23501, 7.07288], [-8.69954, -3.44598, 6.25516], [-8.84691, -4.37885, 7.75666], [-8.54052, -6.46638, 6.57621], [-7.49852, -5.40035, 5.60774], [-10.52007, -4.19105, 4.25869], [-11.44624, -5.62329, 4.75990], [6.17056, -0.71627, -8.63185], [7.38384, 0.16256, -8.46957], [7.72164, -0.03057, -7.00730], [7.30582, -1.35748, -6.65587], [6.49714, -1.87846, -7.71976], [5.98534, -1.02358, -9.66420], [5.28046, -0.19162, -8.26469], [8.20145, -0.21500, -9.09490], [7.20752, 1.20873, -8.73217], [7.16770, 0.67161, -6.37526], [8.79024, 0.08609, -6.80496], [7.08468, -2.64049, -8.24335], [5.60249, -2.35130, -7.30537], [0.76691, 11.27957, 0.92075], [-0.23476, 10.82516, -0.10925], [-0.52804, 9.40938, 0.33706], [-0.36985, 9.38114, 1.76230], [0.26114, 10.60126, 2.17509], [0.83265, 12.36594, 1.02058], [1.76218, 10.89734, 0.66448], [-1.14296, 11.43518, -0.03758], [0.13444, 10.88088, -1.13643], [0.18785, 8.70076, -0.09272], [-1.53938, 9.08743, 0.07244], [-0.49403, 11.21350, 2.67997], [1.06273, 10.38001, 2.88515]],
  "forces_ev_per_angstrom": [[-1.0, -0.9, -0.2], [0.4, 0.2, 0.8], [0.5, -0.9, 0.3], [1.1, 0.2, -0.4], [-0.4, 0.3, -0.2], [-1.4, 1.4, 0.9], [-2.4, -3.0, 3.1], [0.7, -3.9, 1.0], [2.3, -3.5, -0.5], [3.1, 1.9, -3.4], [-1.2, 4.1, -0.5], [4.3, -4.2, 0.5], [-7.6, 4.9, -1.3], [2.2, 2.2, -2.1], [-1.3, 2.2, 1.0], [-1.2, -1.8, -1.0], [1.3, 1.2, -1.8], [-0.8, -1.2, 2.2], [1.4, 1.3, -1.4], [0.9, -1.6, 1.6], [-1.9, -0.7, -1.6], [0.0, 0.7, -2.2], [-1.6, 1.5, 1.4], [0.7, 2.1, 1.2], [-0.8, -1.4, 1.9], [-1.8, -1.3, 2.1], [0.1, -0.9, 0.4], [2.3, -0.8, -1.8], [1.1, 1.5, -1.7], [0.9, 0.6, 1.7], [0.3, -0.4, 0.3], [0.2, 0.0, -0.5], [-0.3, -0.1, 0.0], [0.2, -0.1, -0.1], [-0.1, 0.3, 0.3], [-0.1, 0.0, 0.0], [0.1, 0.1, 0.0], [0.0, -0.1, 0.0], [-0.1, 0.3, 0.2], [0.0, 0.0, -0.1], [0.0, 0.0, 0.1], [0.1, 0.0, 0.1], [-0.1, 0.1, 0.0], [-0.5, -0.2, 0.3], [0.4, 0.5, 0.1], [0.4, -0.3, 0.1], [0.0, -0.4, 0.0], [-0.3, 0.2, -0.5], [0.1, -0.1, 0.0], [0.0, 0.1, -0.1], [0.0, -0.2, 0.2], [0.0, 0.0, -0.2], [0.1, 0.0, 0.1], [-0.1, -0.1, -0.1], [-0.1, 0.0, 0.0], [0.1, 0.0, -0.1], [0.3, 0.1, 0.6], [-0.1, -0.6, -0.3], [-0.4, 0.2, 0.0], [0.1, -0.4, 0.1], [0.1, 0.3, -0.3], [-0.1, 0.1, 0.0], [0.1, 0.0, -0.1], [-0.1, 0.0, 0.1], [0.0, 0.1, -0.1], [-0.1, -0.1, 0.0], [0.0, 0.1, 0.0], [0.1, 0.0, 0.0], [-0.1, 0.0, -0.1], [0.4, 0.0, 0.6], [-0.1, -0.6, -0.3], [-0.5, 0.1, 0.1], [0.5, -0.1, 0.1], [-0.3, 0.1, -0.3], [-0.1, 0.1, 0.0], [0.1, 0.0, -0.1], [-0.1, 0.0, 0.1], [0.0, 0.1, -0.1], [0.0, -0.1, 0.0], [0.1, 0.2, 0.1], [0.1, 0.0, 0.0], [-0.1, 0.1, 0.0], [-0.6, -0.1, 0.3], [0.4, 0.5, 0.2], [0.1, -0.4, -0.1], [0.0, 0.2, 0.2], [-0.1, 0.0, -0.4], [0.0, -0.1, 0.0], [0.0, 0.1, -0.1], [0.0, -0.1, 0.1], [0.0, 0.0, -0.1], [0.1, 0.0, 0.0], [-0.1, -0.1, -0.1], [-0.1, 0.0, 0.0], [0.2, 0.0, -0.1], [-0.6, 0.0, -0.2], [0.5, 0.2, -0.4], [0.1, 0.1, 0.4], [-0.2, 0.1, -0.5], [0.2, -0.4, 0.1], [0.0, 0.0, 0.1], [0.1, -0.1, -0.1], [-0.1, 0.1, 0.1], [0.0, -0.1, 0.1], [0.0, 0.1, 0.0], [-0.1, -0.1, 0.1], [-0.1, 0.0, 0.0], [0.1, 0.0, 0.1], [0.6, 0.2, 0.0], [-0.5, 0.3, -0.4], [0.1, -0.4, 0.1], [0.0, 0.1, -0.3], [-0.2, 0.0, 0.5], [0.0, -0.1, 0.0], [-0.1, 0.1, 0.1], [0.1, -0.1, -0.1], [-0.1, 0.0, 0.1], [0.0, 0.0, -0.1], [0.1, 0.0, 0.1], [0.1, 0.0, 0.0], [-0.1, -0.1, 0.0]],
  "total_energy_ha": -2260.40506,
  "multiplicity": 1,
  "mol_weight_g_mol": 699.00,
  "total_charge": 1
}



Computed HOMO-LUMO gap (eV) in order:
8.245 5.657
Computed HOMO energy (eV) in order:
-7.7 -10.8